Entry 1:
{
  "formula": "C38H54BN6O2S4W",
  "method": "wB97M-V/def2-TZVPD",
  "largest_force_ha_per_bohr": 0.00775,
  "total_charge": 1,
  "gap_ev": 7.02,
  "e_above_lowest_kj_mol": 0.0,
  "elements": ["W", "C", "C", "C", "C", "N", "C", "C", "N", "B", "N", "C", "C", "N", "C", "S", "C", "C", "C", "C", "N", "C", "C", "N", "C", "S", "C", "C", "C", "C", "C", "S", "H", "H", "H", "H", "H", "H", "H", "H", "H", "H", "H", "H", "H", "H", "H", "H", "H", "H", "H", "H", "H", "H", "H", "H", "H", "H", "H", "H", "H", "H", "H", "H", "H", "H", "C", "C", "C", "C", "C", "C", "C", "C", "C", "C", "H", "H", "H", "H", "H", "H", "H", "H", "H", "H", "H", "H", "H", "H", "H", "O", "C", "O", "C", "C", "C", "C", "S", "C", "C", "H", "H", "H", "H", "H"],
  "xyz": [[-0.591, -1.360, -0.302], [-2.335, 1.768, 4.265], [-2.340, 2.846, 3.183], [-3.586, 2.790, 2.304], [-2.303, 4.218, 3.852], [-1.102, 2.684, 2.340], [-0.074, 3.612, 2.296], [0.913, 3.100, 1.544], [0.505, 1.853, 1.102], [1.307, 0.829, 0.325], [1.774, 1.187, -1.082], [2.098, 2.400, -1.645], [2.373, 2.180, -2.942], [2.211, 0.824, -3.189], [1.825, 0.232, -2.042], [1.526, -1.448, -1.681], [2.318, 0.318, -4.603], [2.182, -1.194, -4.713], [1.194, 0.983, -5.396], [3.695, 0.723, -5.130], [2.430, 0.159, 1.096], [3.731, 0.604, 1.234], [4.398, -0.316, 1.951], [3.512, -1.342, 2.249], [2.313, -1.036, 1.699], [0.882, -1.978, 1.725], [3.883, -2.638, 2.907], [5.327, -2.543, 3.393], [3.761, -3.751, 1.868], [2.981, -2.878, 4.120], [-0.739, 1.606, 1.599], [-1.710, 0.200, 1.371], [-3.191, 1.927, 4.921], [-1.427, 1.834, 4.867], [-2.405, 0.765, 3.848], [-4.466, 2.826, 2.947], [-3.634, 1.886, 1.702], [-3.607, 3.658, 1.649], [-3.212, 4.319, 4.443], [-2.298, 5.027, 3.121], [-1.457, 4.324, 4.533], [-0.127, 4.556, 2.800], [1.878, 3.511, 1.303], [0.434, 0.025, 0.187], [2.101, 3.321, -1.089], [2.663, 2.871, -3.710], [1.193, -1.536, -4.421], [2.927, -1.720, -4.120], [2.338, -1.448, -5.762], [0.227, 0.740, -4.953], [1.214, 0.619, -6.423], [1.300, 2.068, -5.423], [4.486, 0.268, -4.533], [3.841, 1.802, -5.139], [3.796, 0.372, -6.157], [4.071, 1.533, 0.810], [5.417, -0.316, 2.285], [6.037, -2.479, 2.568], [5.557, -3.453, 3.943], [5.473, -1.699, 4.068], [4.436, -3.565, 1.031], [2.742, -3.813, 1.491], [4.025, -4.707, 2.322], [2.951, -1.994, 4.759], [3.392, -3.703, 4.701], [1.966, -3.137, 3.834], [-2.123, -2.862, 0.600], [-2.574, -2.304, -0.647], [-1.672, -2.775, -1.679], [-0.701, -3.614, -1.046], [-1.017, -3.707, 0.329], [-0.395, -4.657, 1.296], [0.346, -4.415, -1.750], [-1.847, -2.668, -3.158], [-3.889, -1.636, -0.877], [-2.811, -2.746, 1.924], [-0.501, -4.323, 2.326], [0.661, -4.820, 1.093], [-0.912, -5.616, 1.201], [0.651, -3.943, -2.682], [-0.053, -5.404, -1.987], [1.234, -4.549, -1.131], [-0.892, -2.489, -3.654], [-2.506, -1.844, -3.421], [-2.270, -3.595, -3.553], [-3.893, -1.168, -1.858], [-4.097, -0.867, -0.133], [-4.695, -2.373, -0.850], [-2.104, -2.545, 2.730], [-3.334, -3.678, 2.153], [-3.547, -1.945, 1.916], [-5.367, 5.608, -0.985], [-4.169, 5.317, -0.443], [-3.697, 6.025, 0.404], [-3.493, 4.069, -0.912], [-4.188, 2.930, -1.299], [-3.505, 1.761, -1.606], [-2.115, 1.709, -1.544], [-1.180, 0.272, -2.037], [-1.429, 2.877, -1.206], [-2.104, 4.034, -0.868], [-5.555, 5.016, -1.724], [-5.273, 2.923, -1.325], [-4.066, 0.889, -1.904], [-0.350, 2.873, -1.216], [-1.567, 4.925, -0.571]]
}

---

Entry 2:
{
  "formula": "C38H54BiN8Se",
  "method": "wB97M-V/def2-TZVPD",
  "largest_force_ha_per_bohr": 0.05595,
  "total_charge": 1,
  "gap_ev": 6.89,
  "elements": ["Bi", "C", "N", "C", "C", "N", "C", "C", "C", "C", "C", "C", "C", "C", "C", "N", "C", "N", "C", "C", "N", "C", "C", "C", "N", "C", "C", "H", "H", "H", "H", "H", "H", "H", "H", "H", "H", "H", "H", "H", "H", "H", "H", "H", "H", "H", "H", "H", "H", "H", "H", "H", "H", "H", "H", "H", "H", "C", "C", "C", "C", "C", "C", "C", "N", "C", "C", "C", "C", "C", "C", "C", "N", "C", "C", "C", "C", "H", "H", "H", "H", "H", "H", "H", "H", "H", "H", "H", "H", "H", "H", "H", "H", "H", "H", "H", "H", "H", "H", "H", "H", "Se"],
  "xyz": [[-0.775, 1.669, 0.444], [-2.641, 0.670, 3.748], [-1.443, -0.184, 3.926], [-1.763, -1.488, 4.346], [-0.187, 0.402, 3.860], [0.122, 1.239, 2.931], [1.012, 2.273, 3.272], [0.887, 2.999, 4.432], [1.638, 4.167, 4.687], [2.323, 4.774, 3.672], [2.401, 4.094, 2.446], [3.062, 4.705, 1.351], [3.265, 4.050, 0.171], [2.913, 2.678, 0.093], [2.282, 1.990, 1.151], [2.078, 0.602, 1.090], [3.111, -0.167, 0.996], [4.405, 0.128, 1.176], [5.341, -0.088, 0.103], [4.878, 1.144, 2.133], [2.902, -1.470, 0.612], [3.581, -2.525, 1.324], [1.630, -1.889, 0.130], [1.890, 2.763, 2.293], [0.639, -0.084, 4.857], [2.050, -0.102, 4.681], [0.171, -0.334, 6.218], [-3.250, 0.623, 4.647], [-3.265, 0.270, 2.938], [-2.399, 1.700, 3.508], [-2.509, -1.914, 3.652], [-2.109, -1.623, 5.369], [-0.819, -2.110, 4.290], [0.302, 2.600, 5.231], [1.698, 4.692, 5.664], [2.765, 5.740, 3.915], [3.507, 5.643, 1.500], [3.809, 4.536, -0.655], [3.264, 2.069, -0.741], [4.846, -0.720, -0.632], [6.231, -0.603, 0.493], [5.622, 0.867, -0.305], [4.181, 1.210, 2.957], [4.921, 2.149, 1.637], [5.822, 0.816, 2.579], [4.510, -2.205, 1.774], [3.781, -3.361, 0.599], [2.983, -2.876, 2.197], [1.146, -1.121, -0.409], [0.935, -2.146, 0.932], [1.753, -2.810, -0.507], [2.230, 0.017, 3.588], [2.438, -1.051, 5.006], [2.594, 0.675, 5.243], [-0.882, -0.136, 6.395], [0.803, 0.300, 6.894], [0.308, -1.407, 6.397], [-1.845, 2.644, -6.862], [-1.302, 1.359, -6.351], [0.035, 1.080, -6.975], [-2.272, 0.245, -6.762], [-1.174, 1.369, -4.846], [-0.795, 2.506, -4.181], [-0.784, 2.559, -2.798], [-1.075, 1.467, -2.086], [-1.356, 0.331, -2.694], [-1.413, 0.239, -4.066], [-1.662, -0.814, -1.757], [-2.340, -1.966, -2.131], [-2.719, -2.915, -1.170], [-2.474, -2.619, 0.161], [-1.827, -1.436, 0.449], [-1.412, -0.560, -0.462], [-3.546, -4.122, -1.590], [-4.988, -3.629, -1.815], [-3.630, -5.173, -0.513], [-3.085, -4.741, -2.928], [-1.984, 2.521, -7.947], [-1.103, 3.430, -6.680], [-2.784, 2.978, -6.414], [-0.128, 1.016, -8.057], [0.487, 0.140, -6.614], [0.762, 1.877, -6.798], [-2.598, 0.276, -7.815], [-3.220, 0.303, -6.176], [-1.876, -0.731, -6.596], [-0.416, 3.342, -4.784], [-0.608, 3.489, -2.281], [-1.683, -0.664, -4.563], [-2.619, -2.180, -3.131], [-2.865, -3.210, 0.967], [-1.636, -1.116, 1.449], [-5.507, -3.345, -0.903], [-5.552, -4.393, -2.382], [-4.966, -2.815, -2.475], [-4.143, -4.801, 0.370], [-2.650, -5.594, -0.199], [-4.188, -6.072, -0.786], [-2.918, -3.979, -3.665], [-3.913, -5.339, -3.335], [-2.177, -5.349, -2.858], [-3.043, 2.555, 0.755]]
}